i:
Molecular formula: C5H13NOS
Method: DFT, ωB97M-V/def2-TZVPD

**LUMO level**: 0.772 eV
**Orbital gap**: 9.864 eV
**HOMO energy**: -9.09 eV
**Multiplicity**: 1

Positions of all 21 atoms, in Å:
H  1.1545  1.5358  -0.4796
H  -3.4469  -1.3479  -0.4397
H  -1.6629  -0.4648  1.0260
C  1.5110  -0.4731  -0.7827
H  -3.4269  0.3803  -0.7237
H  0.5967  -0.3855  1.7988
C  0.6576  0.6240  -0.1011
H  0.8833  -0.7496  -1.6317
C  -1.5706  -0.4397  -0.0578
H  -1.0341  -1.3744  -0.2922
N  -0.7207  0.6325  -0.6221
H  -0.0808  1.1858  1.9046
C  -2.8330  -0.5436  -0.8542
H  2.6182  0.9329  1.2670
H  -1.0744  1.5749  -0.4492
C  0.7310  0.6447  1.4262
H  1.5255  -1.3553  -0.1284
H  -2.7404  -0.5870  -1.9318
S  3.2863  -0.1393  -0.9708
H  3.6547  -0.8071  0.1166
O  1.9720  1.1564  1.9259


ii:
Molecular formula: C5H13NOS
Method: DFT, ωB97M-V/def2-TZVPD

**LUMO level**: 0.710 eV
**Orbital gap**: 8.925 eV
**HOMO energy**: -8.21 eV
**Multiplicity**: 1

Positions of all 21 atoms, in Å:
H  1.9367  0.5584  -2.3769
H  1.6916  -0.8540  -3.2731
H  2.1900  -0.8902  -1.6617
C  0.5039  -0.6097  2.5163
H  1.3948  1.1770  3.1226
H  -2.2254  2.0013  -1.2258
O  0.7213  -1.7112  1.8205
H  -0.6845  0.4189  4.2515
H  -0.4508  -0.4867  -3.0841
C  -1.9662  1.2034  -1.8221
H  0.0836  -1.7070  -1.8163
C  1.5450  -0.3589  -2.3262
C  0.0572  -0.6491  -2.1950
H  -1.5737  -0.1094  2.6465
H  -1.0987  -1.2636  3.8180
H  -1.5120  1.8007  -2.6906
H  2.0032  0.7172  1.5633
S  -0.8147  0.2026  -0.8835
N  1.4961  0.4050  2.4558
H  -2.6990  0.5364  -2.2226
C  -0.5983  -0.3813  3.3834


Quick one: most stable of them? i


i:
Molecular formula: C6H17N2
Method: DFT, ωB97M-V/def2-TZVPD

**LUMO level**: -3.497 eV
**Charge**: +1
**Orbital gap**: 8.944 eV
**HOMO energy**: -12.44 eV
**Multiplicity**: 1

Positions of all 25 atoms, in Å:
H  3.1788  -0.5742  0.3016
N  -0.6190  0.8814  -1.6469
C  1.2283  0.0871  -0.2900
N  2.5478  -0.7062  -0.4934
H  1.0621  -0.1184  -2.3812
H  -0.5411  1.1463  3.0955
C  0.6719  -0.3893  1.0259
H  -1.4815  -0.7177  0.8599
C  -0.8079  0.0042  1.2848
H  -0.9677  0.9439  0.7734
H  3.0812  -0.3990  -1.3115
H  -2.6334  1.1671  -1.1689
H  -2.1212  0.3018  2.9604
C  0.3709  -0.1548  -1.5270
H  -2.1416  -0.5366  -1.3962
H  1.5457  1.1214  -0.2685
H  -0.3865  1.5663  -2.3431
H  2.3310  -1.6946  -0.6066
C  -2.0218  0.4734  -1.7280
H  -0.6715  -0.5400  3.3981
H  -2.3863  0.5117  -2.7553
H  1.2289  -0.0153  1.8801
C  -1.0587  0.2577  2.7613
H  0.6727  -1.4768  1.1125
H  -0.0811  -1.1392  -1.5367


ii:
Molecular formula: C6H17N2
Method: DFT, ωB97M-V/def2-TZVPD

**LUMO level**: -3.264 eV
**Charge**: +1
**Orbital gap**: 9.144 eV
**HOMO energy**: -12.41 eV
**Multiplicity**: 1

Positions of all 25 atoms, in Å:
H  -0.5407  -2.8850  -0.0472
C  0.7888  2.2083  -2.2145
H  0.0170  0.2643  -2.5527
N  -0.0549  0.5746  -0.4545
H  -0.0859  2.8054  -1.9585
H  -0.5788  -2.8524  2.4974
H  -1.1394  -1.4070  -0.6572
C  0.6186  -0.2573  0.5219
H  -0.9729  1.5569  1.1768
H  -1.2345  -0.4785  1.5350
C  -0.4195  -1.1220  1.2174
H  1.6774  2.6910  -1.8149
C  0.5851  0.7654  -1.7631
H  -1.5187  2.1192  -0.4375
H  0.4018  -1.4216  3.2273
H  1.3129  -0.9088  -0.0268
H  0.8147  2.3778  -3.2941
H  1.5408  0.2398  -1.8119
H  1.2843  0.2321  1.2486
N  -1.0494  -2.0219  0.1608
H  0.0716  2.5529  0.2450
C  -0.6814  1.7660  0.1527
H  -1.9153  -2.3127  0.5969
H  1.0101  -2.4962  2.0892
C  0.0681  -1.9902  2.3639


iii:
Molecular formula: C6H17N2
Method: DFT, ωB97M-V/def2-TZVPD

**LUMO level**: -7.819 eV
**Charge**: +1
**Orbital gap**: 5.898 eV
**HOMO energy**: -13.72 eV
**Multiplicity**: 1

Positions of all 25 atoms, in Å:
C  1.5889  -0.2974  1.0134
H  2.4424  -1.0552  -1.1512
H  -0.3120  0.5311  -0.0534
N  0.7012  -0.5810  -0.0748
H  -2.7161  0.9660  -1.1556
H  2.0758  1.3263  -1.5453
H  -3.3434  1.7656  1.1566
H  -4.3658  0.3986  0.7664
C  1.4012  0.6209  -2.0435
H  1.0527  -2.0393  2.0096
C  1.9303  -1.6280  1.5144
C  -3.3572  0.6844  0.9993
H  -2.1674  -0.4600  -0.5259
H  0.8701  -1.4760  -1.9651
N  -1.1396  1.1893  0.1699
H  2.2545  -2.4438  0.8756
H  -2.9761  0.1281  1.8466
H  -1.1134  2.1198  -0.2424
H  0.4355  1.0199  -2.3351
H  2.3446  0.4772  0.8147
H  2.6438  -1.5331  2.3327
C  -2.4263  0.5493  -0.2042
H  0.9983  0.1626  1.8105
H  1.8967  0.6480  -3.0284
C  1.3955  -0.7216  -1.3282


iv:
Molecular formula: C6H17N2
Method: DFT, ωB97M-V/def2-TZVPD

**LUMO level**: -3.418 eV
**Charge**: +1
**Orbital gap**: 9.404 eV
**HOMO energy**: -12.82 eV
**Multiplicity**: 1

Positions of all 25 atoms, in Å:
H  -1.7344  -3.1119  1.3822
H  -1.7848  1.2877  -1.1844
H  0.5981  0.5141  -2.7357
C  0.5887  -0.3124  1.8141
H  -1.0210  2.6527  -1.9759
C  -0.8839  1.5588  -1.6583
H  -0.8347  1.0120  -3.6094
N  1.0863  0.6945  -0.4717
H  1.8977  1.3825  -0.7179
H  1.3645  -1.4335  0.0366
H  -0.1325  -3.0047  2.2530
C  -0.7728  -1.0895  1.7591
C  -0.7778  -2.5139  1.4078
C  1.4223  -0.4115  0.5453
H  -0.9698  1.1292  0.2397
H  -0.6872  -0.2574  -2.5517
N  -0.4398  0.6664  -2.7467
H  -0.2911  -2.7736  0.5007
H  0.7530  0.8156  2.3283
H  -1.5569  -0.5476  1.0797
H  0.0973  2.5726  0.0102
H  2.4944  -0.2199  0.8017
H  -1.0428  -0.8839  2.7998
H  1.3437  -0.8430  2.5102
C  -0.0795  1.4656  -0.3077


Quick one: most stable of them? i


i:
Molecular formula: C3H10O3
Method: DFT, ωB97M-V/def2-TZVPD

**LUMO level**: 0.427 eV
**Orbital gap**: 8.401 eV
**HOMO energy**: -7.97 eV
**Multiplicity**: 1

Positions of all 16 atoms, in Å:
H  -0.1974  -0.9550  -1.5900
H  1.3652  -0.8422  0.5933
C  -0.6981  0.3041  -0.0014
H  -2.4456  -0.8318  -0.4981
H  1.5363  -0.1544  2.5812
O  1.4855  -0.6552  -0.3488
C  0.2138  -0.3779  -0.7536
O  1.5388  -1.1116  2.4795
H  -0.4709  1.3489  0.2042
H  1.4026  2.1146  -2.1900
H  0.3802  1.3268  -3.0397
O  0.7376  2.2051  -2.8824
H  1.8791  -1.4422  3.3080
H  -2.7854  0.4160  0.6366
C  -2.0034  -0.2933  0.3599
H  -1.9383  -1.0518  1.1415


ii:
Molecular formula: C3H10O3
Method: DFT, ωB97M-V/def2-TZVPD

**LUMO level**: 0.473 eV
**Orbital gap**: 8.800 eV
**HOMO energy**: -8.33 eV
**Multiplicity**: 1

Positions of all 16 atoms, in Å:
C  0.6492  1.1004  1.0945
H  -0.4229  0.1089  -0.6646
H  -2.8936  -0.7299  -0.8542
H  1.6627  -3.0879  -1.9396
H  0.8569  2.1173  1.5109
H  -3.9691  0.2184  -1.0838
H  -2.2746  1.8998  0.2811
H  2.0883  0.2804  2.3160
H  2.3352  -0.0998  0.7414
H  1.1846  -0.9357  1.5763
H  1.7389  -1.5684  -2.0618
O  -3.0425  0.1409  -0.9725
O  2.1626  -2.3434  -1.7635
C  -0.3777  0.8579  0.2511
O  -1.2788  1.9487  0.1176
C  1.5808  0.0923  1.4510


Quick one: most stable of them? i


i:
Molecular formula: C17H27ClN2O3S2
Method: DFT, ωB97M-V/def2-TZVPD

**LUMO level**: 0.647 eV
**Orbital gap**: 9.246 eV
**HOMO energy**: -8.60 eV
**Multiplicity**: 1

Positions of all 52 atoms, in Å:
H  -1.3873  0.7825  -3.1721
C  -1.5428  -1.5831  1.6419
H  4.6180  -2.3061  -0.0020
C  1.4693  1.3853  3.2351
C  -2.9525  -1.4433  1.1537
C  -2.3152  -0.2289  -1.0298
H  2.1749  1.1578  4.0301
H  1.3214  2.4630  3.1735
O  -0.0844  2.5356  -0.6356
C  -4.0428  -1.9362  1.7981
H  -1.1311  -0.6156  1.9388
O  -1.4867  -0.9873  -1.5187
H  2.6756  -0.2188  -2.1770
H  -1.4989  -2.2427  2.5071
C  1.5052  -1.8360  -3.0189
H  0.5323  0.9489  -1.8026
Cl  -5.5089  -0.1611  -1.6197
C  -4.6622  -0.7987  -0.2688
C  -0.0453  1.8747  -1.8897
S  -5.5109  -1.6236  0.9679
H  0.5187  0.9085  3.4884
N  -2.3525  1.0867  -1.3479
H  -4.0561  -2.4819  2.7283
H  1.3671  -2.9081  -2.8771
C  -3.1884  2.0863  -0.7064
H  0.5276  -1.3635  -2.9177
C  3.1829  -0.8429  0.6593
H  -1.9056  2.4394  -2.8263
H  2.2265  1.3420  -0.0742
C  2.4889  -1.2815  -1.9988
H  0.4538  2.5296  -2.6066
C  2.5923  -0.3117  1.9655
H  2.0007  2.7451  0.9611
H  -3.9478  2.4574  -1.3982
S  1.7942  -1.4789  -0.3373
H  3.8080  -2.7115  1.5228
O  2.6685  -0.9690  2.9899
H  3.6254  -0.0173  0.0985
N  1.9961  0.9150  1.9629
C  4.2357  -1.9027  0.9359
H  -2.5649  2.9180  -0.3801
H  3.4438  -1.8058  -2.0523
H  5.0688  -1.4779  1.4985
H  -0.9008  -1.9848  0.8586
C  1.6826  1.7124  0.7912
H  -3.6859  1.6585  0.1593
H  -0.1243  0.6705  0.2832
H  1.8792  -1.6701  -4.0299
H  -0.3813  2.0920  1.3177
C  -1.4522  1.5445  -2.3954
C  0.1905  1.6992  0.4730
C  -3.3192  -0.7638  -0.0567


ii:
Molecular formula: C17H27ClN2O3S2
Method: DFT, ωB97M-V/def2-TZVPD

**LUMO level**: 0.483 eV
**Orbital gap**: 9.095 eV
**HOMO energy**: -8.61 eV
**Multiplicity**: 1

Positions of all 52 atoms, in Å:
H  -3.2653  -3.9989  -0.4359
S  -0.2891  -3.6299  -0.2336
H  3.4691  -1.2591  2.0105
H  1.3483  -3.0684  -1.8811
H  0.8391  -5.4087  -2.4218
C  2.5022  -3.3281  -0.1015
C  -1.5256  4.5418  1.1650
H  0.3831  -1.2737  1.5007
C  -1.4325  -3.9422  -1.6075
C  -2.2329  1.1839  -0.3593
H  0.1326  2.4466  -1.0897
H  4.5584  -2.3733  1.2001
O  -3.0475  2.8851  1.6902
C  -2.1286  5.7776  0.9105
H  -3.5276  -3.7023  -2.1520
C  0.8948  -0.4421  1.0123
C  0.1432  6.0070  1.7997
H  4.3561  -0.7474  0.5721
H  1.5319  -0.0058  1.7819
C  1.5770  -5.1679  -1.6581
C  3.8253  -1.5814  1.0318
H  -3.1508  0.9716  0.1938
H  -0.5306  4.0778  -1.0842
C  -2.8654  -3.4880  -1.3128
N  2.7027  -2.0105  0.1837
O  3.2410  -4.1982  0.3635
H  1.4593  3.8308  2.7947
C  1.7704  -0.9239  -0.1614
H  1.5235  -5.9430  -0.8912
O  -0.0242  0.5592  0.5918
Cl  -3.6994  6.1012  0.2808
H  1.1041  -1.2014  -0.9737
H  -1.0596  -3.4497  -2.5064
H  -1.4333  -5.0136  -1.8127
C  -1.2041  0.0689  -0.0486
C  -0.1970  4.6668  1.6462
C  1.3458  -3.7651  -1.0448
H  -1.1855  2.8775  -2.1787
S  -1.0950  7.1063  1.3038
N  -1.7676  2.5690  -0.1722
H  0.1514  2.7174  2.5274
H  2.5601  -5.2440  -2.1256
C  -0.7896  3.0225  -1.1732
H  -0.9468  -0.4398  -0.9783
C  -2.1770  3.2812  0.9136
H  -2.9079  -2.4160  -1.1193
H  -1.6887  -0.6844  0.5756
H  2.2944  -0.0651  -0.5819
H  -2.5580  1.0679  -1.3932
H  1.2281  3.0860  1.2062
C  0.7141  3.5271  2.0599
H  1.0735  6.3986  2.1831


Quick one: most stable of them? i